<A>
Entry from OMol25: 2 unconnected molecules or ions with the total composition C6H14N2O2 (ωB97M-V with the def2-TZVPD basis set).

Output
Structure (SMILES) ... CNC(C)=O.CNC(C)=O

Positions of all 24 atoms, in Å:
C (-1.03984, 1.22805, -2.25323)
N (-1.21370, 0.29796, -1.03983)
C (-2.56914, 0.14268, -0.68809)
C (-2.93925, -0.75736, 0.39708)
O (-3.33696, 0.50637, -1.61241)
H (-1.72755, 0.87814, -3.13236)
H (-1.57323, 2.14860, -1.89604)
H (-0.03912, 1.38833, -2.52343)
H (-0.27715, -0.00556, -0.67121)
H (-2.63536, -0.40486, 1.31846)
H (-2.25874, -1.67107, 0.46651)
H (-3.96120, -1.11642, 0.33242)
C (0.98770, -1.88887, 0.85103)
N (1.45391, -0.49878, 0.71297)
C (2.75903, 0.00438, 0.70588)
C (2.80209, 1.52743, 1.08745)
O (3.71727, -0.64690, 0.37486)
H (1.79931, -2.64671, 0.93778)
H (0.50349, -2.05430, 1.84675)
H (0.33123, -2.16749, 0.11426)
H (0.83243, 0.05544, 1.17805)
H (3.77455, 1.77061, 1.47768)
H (2.59843, 2.04924, 0.18852)
H (2.01179, 1.86111, 1.82691)

***

<B>
Entry from OMol25: 3 unconnected molecules or ions with the total composition C6H14N2O2 (ωB97M-V with the def2-TZVPD basis set).

Positions of all 24 atoms, in Å:
C (-0.39038, 1.93939, -1.10754)
C (-1.68463, 1.19675, -1.00033)
N (0.16231, 2.34403, 0.03119)
C (1.09173, 0.23767, -2.03011)
C (2.13200, 0.08160, -1.22600)
H (0.34041, 1.57357, -1.98504)
H (0.98781, 2.92114, 0.00908)
H (-0.09710, 1.96142, 0.93748)
H (0.91038, -0.43538, -2.86926)
H (-1.77173, 0.56004, -0.11305)
H (-1.84349, 0.58185, -1.88503)
H (-2.49057, 1.93664, -0.95282)
H (2.29889, 0.76277, -0.38621)
H (2.88437, -0.70064, -1.33063)
C (-0.10602, -2.64732, 0.52188)
N (-0.03287, -1.26560, 0.96406)
C (-0.48618, -0.90208, 2.17423)
O (-0.30905, 0.45352, 2.39543)
O (-1.00655, -1.62156, 2.99944)
H (-0.65268, 0.61712, 3.28450)
H (0.43792, -0.59772, 0.36887)
H (0.55519, -3.29097, 1.10653)
H (-1.12430, -3.02546, 0.61679)
H (0.19454, -2.68079, -0.52345)

***

Which structure loses on stability? <B> does.

***

<A>
Entry from OMol25: 2 unconnected molecules or ions with the total composition C2H3BO3 (ωB97M-V with the def2-TZVPD basis set).

Positions of all 9 atoms, in Å:
B (-1.07155, -0.41486, 0.00271)
C (2.98999, -0.24388, -0.02068)
C (1.87592, -0.65242, -0.03347)
O (-0.50170, 0.90373, 0.02384)
O (-2.44447, -0.47182, -0.00668)
O (-0.25531, -1.51791, -0.15306)
H (3.68955, 0.54213, -0.30525)
H (-1.20471, 1.51348, 0.47441)
H (-3.07772, 0.34155, 0.01819)

***

<B>
Entry from OMol25: C2H3BO3 in the gas phase (ωB97M-V with the def2-TZVPD basis set).

Positions of all 9 atoms, in Å:
B (0.94185, 0.13730, 0.03899)
C (-1.17329, -0.75714, 0.04706)
C (-1.52412, 0.52964, 0.08066)
O (0.14620, -1.09228, 0.06616)
O (0.41210, 1.35225, 0.10671)
O (2.24340, -0.18524, 0.05742)
H (-1.69995, -1.70804, 0.15707)
H (-2.16045, 1.30624, -0.28720)
H (2.81426, 0.41726, -0.26688)

***

Which structure loses on stability? <A> does.

***

<A>
Entry from OMol25: CH2O2S2 in the gas phase (ωB97M-V with the def2-TZVPD basis set).

Positions of all 7 atoms, in Å:
C (-1.06330, 1.26213, 0.04101)
O (1.35336, 0.37680, 0.01685)
O (-2.21250, 1.30105, -0.17084)
S (-0.21234, -2.41956, 0.07915)
S (0.11095, -0.22284, 0.71740)
H (-0.22984, 1.95658, -0.21541)
H (0.64286, -2.37472, -0.91260)

***

<B>
Entry from OMol25: 2 unconnected molecules or ions with the total composition CH2O2S2 (ωB97M-V with the def2-TZVPD basis set).

Positions of all 7 atoms, in Å:
C (0.11163, -0.35259, -1.26740)
O (-1.14223, -2.31847, -0.27309)
O (0.50535, 0.55770, -2.13085)
S (-0.37545, -0.09115, 1.55779)
S (-0.34957, -1.91336, -1.48464)
H (1.11747, 1.17389, -1.87122)
H (-0.71321, -1.32119, 1.06915)

***

Which structure loses on stability? <B> does.